C23H24Cl3MoN6O4S as an isolated structure in a non-equilibrium geometry. Source: the Open Molecules 2025 dataset; level of theory: ωB97M-V/def2-TZVPD.

Its orbital gap is 5.22 eV. The HOMO energy is -16.612 eV. As for the LUMO energy: -11.39 eV.

```
! RIJCOSX wB97M-V def2-TZVPD def2/J DEFGRID3
* xyz 3 1
Mo 0.221 -0.457 -0.066
C 4.259 -0.247 -1.110
C 2.968 0.346 -0.673
O 2.002 -0.479 -0.310
C 2.744 1.699 -0.550
C 1.675 2.260 0.184
C 1.676 3.683 0.594
N 0.722 1.445 0.647
N -0.043 1.836 1.665
C -0.566 0.792 2.267
O -0.214 -0.384 1.721
C -1.447 0.859 3.398
C -1.907 2.099 3.865
C -2.787 2.140 4.926
C -3.205 0.960 5.534
C -2.743 -0.272 5.082
C -1.870 -0.329 4.017
H 4.100 -1.166 -1.673
H 4.827 0.462 -1.707
H 4.863 -0.489 -0.229
H 3.530 2.368 -0.870
H 2.490 4.236 0.136
H 0.718 4.147 0.344
H 1.759 3.749 1.682
H -1.568 3.010 3.389
H -3.150 3.090 5.293
H -3.890 1.001 6.371
H -3.066 -1.180 5.573
H -1.484 -1.277 3.665
C 1.649 2.208 -4.649
C 0.556 2.115 -3.566
C 0.228 0.699 -3.272
N 0.306 0.113 -2.120
N -0.035 -1.202 -2.093
C -0.377 -1.673 -3.275
N -0.753 -2.912 -3.539
S -0.241 -0.431 -4.501
H 2.005 3.234 -4.719
H 1.258 1.930 -5.628
H 2.499 1.568 -4.412
H -0.346 2.623 -3.916
H 0.868 2.601 -2.645
H -0.922 -3.584 -2.808
H -1.004 -3.184 -4.478
Cl -3.675 -0.619 -2.177
C -3.625 0.886 -1.197
Cl -4.345 2.225 -2.054
C -2.145 1.141 -0.929
O -1.546 2.126 -1.247
O -1.536 0.140 -0.237
H -4.180 0.693 -0.283
Cl 3.066 -5.297 1.284
C 1.576 -4.511 1.065
C 0.363 -5.158 1.297
C -0.818 -4.454 1.118
C -0.771 -3.138 0.708
N 0.404 -2.515 0.483
C 1.552 -3.185 0.657
H 0.351 -6.192 1.618
H -1.774 -4.924 1.305
H -1.678 -2.562 0.567
H 2.479 -2.662 0.479
*
```